DFT (ωB97M-V with the def2-TZVPD basis set) results for a structure of composition C44H116F3N10O12Zn at a distorted geometry.

```
186
Properties=species:S:1:pos:R:3
Zn -3.704 -1.553 -2.413
C -1.092 -0.177 -0.900
O -1.613 -0.793 0.285
O -2.016 -0.526 -1.840
C -0.686 1.426 -0.718
F -0.113 1.667 0.445
F 0.181 1.845 -1.695
F -1.697 2.207 -0.783
C -0.797 -0.822 1.519
C -1.019 -2.107 2.236
H -0.954 -2.938 1.534
H -0.268 -2.140 3.026
H -1.915 -2.052 2.853
H -0.853 0.051 2.169
H 0.278 -0.717 1.367
H -0.167 -0.736 -1.043
C 2.366 -6.850 6.468
C 1.214 -6.050 5.767
C 1.673 -4.948 4.816
O 2.256 -5.421 3.540
C 3.634 -5.909 3.531
N 0.387 -7.035 5.091
H 2.750 -7.750 5.989
H 1.911 -7.253 7.372
H 3.147 -6.174 6.818
H 0.725 -5.557 6.607
H 2.275 -4.318 5.471
H 0.851 -4.256 4.634
H 3.969 -5.891 2.494
H 3.463 -6.949 3.809
H 4.388 -5.366 4.102
H -0.233 -6.545 4.462
H 1.067 -7.438 4.462
C -5.399 -3.869 0.809
C -4.383 -3.178 -0.109
C -3.269 -4.140 -0.724
O -2.397 -3.310 -1.560
C -1.211 -4.017 -1.931
N -5.019 -2.398 -1.138
H -6.175 -3.153 1.081
H -4.991 -4.254 1.743
H -5.768 -4.780 0.337
H -3.775 -2.571 0.562
H -3.694 -4.961 -1.301
H -2.698 -4.480 0.140
H -0.579 -4.363 -1.113
H -0.727 -3.381 -2.671
H -1.301 -4.934 -2.512
H -5.675 -3.088 -1.475
H -5.512 -1.726 -0.568
C 4.524 -2.484 2.918
C 3.670 -2.473 1.659
C 4.101 -3.506 0.586
O 3.151 -3.436 -0.431
C 2.971 -4.630 -1.153
N 2.257 -2.733 2.086
H 5.582 -2.299 2.733
H 4.415 -3.292 3.641
H 4.159 -1.565 3.378
H 3.758 -1.471 1.239
H 4.169 -4.550 0.894
H 5.056 -3.214 0.148
H 1.953 -4.598 -1.542
H 3.187 -5.473 -0.496
H 3.707 -4.770 -1.944
H 2.252 -3.526 2.712
H 1.770 -2.996 1.242
C 3.265 1.122 0.886
C 4.575 1.283 0.080
C 5.507 2.455 0.451
O 6.085 2.485 1.757
C 5.140 2.876 2.752
N 5.398 0.029 0.227
H 3.435 0.782 1.908
H 2.568 0.491 0.334
H 2.886 2.143 0.843
H 4.346 1.457 -0.971
H 5.013 3.397 0.216
H 6.333 2.522 -0.257
H 4.384 3.569 2.383
H 5.741 3.433 3.471
H 4.756 2.040 3.336
H 4.814 -0.728 -0.101
H 5.507 -0.056 1.227
C 0.030 1.201 -5.376
C 0.435 2.662 -5.072
C 1.139 3.399 -6.206
O 2.190 2.645 -6.758
C 2.819 3.174 -7.950
N -0.744 3.410 -4.544
H -0.260 0.750 -4.427
H 0.847 0.565 -5.717
H -0.704 1.198 -6.183
H 1.071 2.619 -4.188
H 1.513 4.331 -5.782
H 0.420 3.625 -6.992
H 3.344 2.358 -8.447
H 3.537 3.979 -7.792
H 2.140 3.594 -8.692
H -0.424 4.143 -3.927
H -1.217 2.796 -3.897
C -3.613 0.832 -4.956
C -4.265 1.163 -3.573
C -5.331 2.244 -3.768
O -5.812 2.554 -2.411
C -5.139 3.732 -1.828
N -4.987 -0.048 -3.152
H -4.153 0.212 -5.671
H -2.690 0.300 -4.722
H -3.279 1.817 -5.281
H -3.565 1.371 -2.764
H -6.282 2.004 -4.244
H -5.136 3.076 -4.445
H -5.107 4.609 -2.474
H -4.234 3.421 -1.305
H -5.768 3.955 -0.966
H -5.607 0.408 -2.498
H -5.729 -0.249 -3.806
C -3.391 2.455 3.539
C -3.226 3.554 2.530
C -1.840 4.104 2.633
O -1.506 4.753 3.913
C -0.155 5.221 4.022
N -3.655 3.214 1.161
H -2.592 1.720 3.434
H -4.349 1.936 3.532
H -3.241 2.751 4.578
H -3.916 4.302 2.922
H -1.723 4.841 1.839
H -1.125 3.297 2.479
H -0.099 6.009 4.773
H 0.246 5.540 3.060
H 0.576 4.495 4.375
H -3.891 4.029 0.613
H -3.049 2.654 0.579
C -8.000 0.633 5.743
C -6.902 -0.410 6.227
C -5.477 -0.264 5.665
O -5.727 -0.297 4.220
C -4.867 -1.280 3.571
N -6.935 -0.234 7.637
H -9.026 0.461 6.066
H -7.913 0.662 4.657
H -7.588 1.626 5.927
H -7.232 -1.413 5.955
H -4.828 -1.039 6.075
H -5.076 0.643 6.116
H -5.258 -1.329 2.555
H -4.990 -2.320 3.874
H -3.834 -0.952 3.685
H -6.194 -0.829 7.981
H -7.829 -0.495 8.028
C 3.114 6.152 -0.401
C 2.051 5.314 -1.103
C 2.722 4.410 -2.165
O 3.276 5.142 -3.253
C 4.044 4.294 -4.109
N 1.304 4.509 -0.133
H 2.498 6.884 0.122
H 3.736 6.536 -1.210
H 3.770 5.642 0.304
H 1.276 5.866 -1.634
H 1.867 4.010 -2.711
H 3.329 3.620 -1.723
H 3.686 3.280 -4.286
H 5.057 4.020 -3.813
H 4.203 4.889 -5.009
H 0.487 5.060 0.088
H 1.011 3.628 -0.531
C 2.217 -1.235 -2.638
C 3.575 -1.689 -3.271
C 3.769 -0.758 -4.494
O 4.818 -1.179 -5.382
C 4.929 -0.340 -6.509
N 4.564 -1.585 -2.249
H 2.034 -1.598 -1.627
H 1.330 -1.564 -3.179
H 2.131 -0.164 -2.820
H 3.421 -2.700 -3.649
H 4.011 0.205 -4.043
H 2.919 -0.675 -5.172
H 4.948 0.717 -6.246
H 4.110 -0.609 -7.177
H 5.831 -0.616 -7.055
H 5.505 -1.530 -2.610
H 4.372 -2.426 -1.724
```

## Properties
Charge: +1
Energy relative to the best compared isomer or geometry (same formula, charge and spin), kJ/mol: 855.51
E_tot, eV: -143534.6083